[1]
C31H28ClNOPSW as an isolated structure, computed with ωB97M-V/def2-TZVPD.

XYZ file:
```
65
Properties=species:S:1:pos:R:3
W -0.38573 0.32455 0.54013
Cl 0.19301 1.12643 2.53148
C -1.46814 1.24878 -0.75063
O -2.17970 1.79410 -1.52428
P 1.41568 1.42706 -0.72000
C 1.87320 1.13109 -2.46831
C 0.93721 3.20912 -0.72563
C 3.01586 1.48263 0.15954
C 1.12944 3.99103 0.42293
C 0.67338 5.31192 0.45228
C -0.03421 5.83044 -0.63853
C -0.28070 5.02987 -1.75833
C 0.20923 3.72461 -1.80860
H 1.64222 3.57478 1.29467
H 0.86918 5.92900 1.33009
H -0.39962 6.85878 -0.61014
H -0.86191 5.41843 -2.59722
H 0.02473 3.10852 -2.69050
C 0.99349 0.44833 -3.32752
C 1.34214 0.23761 -4.66414
C 2.54935 0.73527 -5.16554
C 3.42202 1.42922 -4.31946
C 3.09337 1.60698 -2.97529
H 0.03419 0.07645 -2.95878
H 0.66198 -0.31252 -5.31765
H 2.81266 0.58311 -6.21421
H 4.36304 1.83052 -4.70154
H 3.79410 2.12131 -2.31863
C 3.88035 2.58352 0.02201
C 5.09363 2.61838 0.71387
C 5.43542 1.56776 1.57211
C 4.58026 0.46945 1.70971
C 3.38743 0.40970 0.98431
H 3.61405 3.42325 -0.62702
H 5.76205 3.47013 0.57931
H 6.37319 1.60655 2.13085
H 4.84708 -0.34787 2.38299
H 2.73904 -0.46813 1.07334
H 0.26559 -0.87733 -1.12383
H 0.81269 -1.08920 -0.63515
N -1.45374 -1.32531 0.62149
S -1.39675 -2.49257 1.89870
C -2.89907 -2.11142 2.80915
C -3.27653 -2.99856 3.83367
C -4.43394 -2.75853 4.57273
C -5.20465 -1.61777 4.31424
C -4.81316 -0.72140 3.31764
C -3.65916 -0.96244 2.56480
C -1.88145 -3.94017 0.93014
C -0.87748 -4.54987 0.15849
C -1.20066 -5.61524 -0.68098
C -2.51443 -6.10026 -0.72608
C -3.50454 -5.50970 0.06410
C -3.19373 -4.41903 0.88481
H -2.13660 -1.65184 -0.06970
H -2.65726 -3.87510 4.02147
H -4.72983 -3.46271 5.34903
H -6.10820 -1.42936 4.89430
H -5.40142 0.17547 3.11716
H -3.35445 -0.26503 1.78328
H 0.14427 -4.17544 0.22399
H -0.42501 -6.06852 -1.29923
H -2.76431 -6.93981 -1.37595
H -4.52651 -5.88899 0.04558
H -3.96166 -3.94004 1.48849
```

HOMO energy (alpha / beta) = -17.11 / -17.09 eV
<S²> = 2.0197
total charge = +3
HOMO-LUMO gap (alpha / beta) = 5.7 / 4.0 eV
DFT total energy = -70580.678 eV
spin multiplicity = 3

---

[2]
C31H28CsN9O2S2 as an isolated structure, computed with ωB97M-V/def2-TZVPD.

XYZ file:
```
73
Properties=species:S:1:pos:R:3
Cs -0.88172 1.30381 0.53954
C -7.69489 -1.36410 1.61116
C -6.73170 -1.85631 2.68961
N -5.70430 -0.90315 3.03390
C -4.66680 -0.57279 2.18010
S -3.78341 0.83150 2.63203
N -4.52127 -1.41219 1.17917
N -3.52040 -1.13192 0.29325
C -3.30565 -2.04416 -0.58529
C -4.04544 -3.35921 -0.62948
C -2.28670 -1.80157 -1.63842
C -1.94090 -2.82728 -2.52323
C -1.01983 -2.58314 -3.52796
C -0.47016 -1.32145 -3.63984
C -0.85774 -0.35596 -2.71456
N -1.72886 -0.58573 -1.73583
H -8.44396 -2.12607 1.37623
H -7.13437 -1.13235 0.70576
H -8.21458 -0.46030 1.93749
H -6.24438 -2.77008 2.34945
H -7.28144 -2.09535 3.60551
H -5.92166 -0.16957 3.68552
H -4.82779 -3.35335 0.12197
H -3.36818 -4.19406 -0.42640
H -4.48780 -3.52758 -1.61472
H -2.38126 -3.80829 -2.42339
H -0.73905 -3.37718 -4.21117
H 0.25539 -1.06652 -4.40009
H -0.42436 0.64200 -2.75492
N 3.65310 -0.00235 -1.82156
C 2.63691 0.27528 -0.98288
N 2.45644 -0.25344 0.18744
C 3.37181 -1.18623 0.62988
N 3.33026 -1.67097 1.82776
N 2.22626 -1.25249 2.54320
C 2.48250 -0.60747 3.60176
C 1.41218 -0.08472 4.47159
C 1.75333 0.43325 5.72137
C 0.75429 0.95039 6.52917
C -0.54950 0.93555 6.06679
C -0.79929 0.40016 4.80709
N 0.15234 -0.09425 4.02540
C 4.46098 -1.60500 -0.26924
C 5.37931 -2.60039 0.06552
C 6.40255 -2.93843 -0.79850
C 6.52428 -2.27353 -2.02018
C 5.62631 -1.28931 -2.37541
C 4.58600 -0.95597 -1.50153
H 3.69298 0.60749 -2.64774
H 1.93287 1.01892 -1.36538
H 3.51326 -0.39347 3.89990
H 2.78797 0.42912 6.04138
H 0.99339 1.36237 7.50266
H -1.36439 1.33884 6.65343
H -1.80538 0.37834 4.39500
H 5.26501 -3.09124 1.02305
H 7.10943 -3.71340 -0.52917
H 7.32796 -2.53189 -2.69945
H 5.70722 -0.76746 -3.32107
O 0.40986 3.71883 -0.40581
C 0.72214 3.26088 -1.53342
O 0.58322 2.05789 -1.87434
C 1.28949 4.18478 -2.60195
C 0.72754 5.46064 -2.63212
C 1.07363 6.40936 -3.57759
C 2.04342 6.07433 -4.51663
C 2.63416 4.82793 -4.48685
C 2.29539 3.82996 -3.54482
S 3.22518 2.34109 -3.67226
H -0.00453 5.68246 -1.86531
H 0.60733 7.38834 -3.57855
H 2.34552 6.79046 -5.27560
H 3.40046 4.57770 -5.21041
```

HOMO energy = -1.48 eV
relative energy (zero: lowest compared OMol25 entry of this formula, charge and spin) = 10.1 kcal/mol
total charge = -2
HOMO-LUMO gap = 5.4 eV
DFT total energy = -72328.475 eV
spin multiplicity = 1

---

Look up the DFT total energy of the second one.
-72328.475 eV

---

Number 1 is which compound?
C31H28ClNOPSW